The following is a quantum chemistry calculation of C32H35AsCrN4S as an isolated structure, from OMol25.

Positions of all 74 atoms, in Å:
1 Cr -0.5770 -0.3390 -1.3514
2 C -4.1658 -0.9476 -1.7046
3 C -3.3984 -2.0679 -1.0581
4 C -4.0970 -3.1346 -0.4877
5 C -3.4079 -4.2032 0.0265
6 C -2.0192 -4.2169 -0.0802
7 C -1.3897 -3.1467 -0.6583
8 N -2.0602 -2.0491 -1.0965
9 C 0.0893 -3.1416 -0.8932
10 C 0.8972 -4.2573 -0.8066
11 C 2.2388 -4.1299 -1.1191
12 C 2.7443 -2.9018 -1.5181
13 C 1.8819 -1.8334 -1.5936
14 N 0.5941 -1.9724 -1.2826
15 C 2.2468 -0.4803 -2.1306
16 C 3.5454 -0.1167 -2.3635
17 C 3.7997 1.1014 -2.9836
18 C 2.7380 1.8618 -3.4013
19 C 1.4354 1.4406 -3.1426
20 C 0.2821 2.1966 -3.7408
21 N 1.1973 0.3198 -2.4419
22 H -4.7370 -1.3497 -2.5454
23 H -3.5061 -0.1819 -2.0920
24 H -4.8818 -0.5025 -1.0121
25 H -5.1820 -3.1037 -0.4673
26 H -3.9329 -5.0338 0.4858
27 H -1.4490 -5.0582 0.2921
28 H 0.4874 -5.2195 -0.5313
29 H 2.8883 -4.9977 -1.0811
30 H 3.7851 -2.7976 -1.7977
31 H 4.3589 -0.7715 -2.0782
32 H 4.8178 1.4201 -3.1761
33 H 2.8932 2.7815 -3.9511
34 H 0.5499 2.5341 -4.7418
35 H 0.0358 3.0853 -3.1585
36 H -0.5925 1.5646 -3.8260
37 N -0.4672 0.0800 0.8193
38 S 0.8965 0.7731 1.3002
39 C 0.5172 1.8319 2.6727
40 C -0.7985 2.2091 2.8726
41 C -1.0898 3.0901 3.9090
42 C -0.0704 3.5810 4.7125
43 C 1.2488 3.1940 4.4923
44 C 1.5545 2.3185 3.4643
45 C 1.9677 -0.4214 2.0644
46 C 1.6051 -1.0573 3.2486
47 C 2.4520 -2.0213 3.7735
48 C 3.6469 -2.3342 3.1253
49 C 4.0003 -1.6879 1.9507
50 C 3.1549 -0.7228 1.4099
51 H -0.8507 -0.5213 1.5470
52 H -1.5827 1.8122 2.2378
53 H -2.1154 3.3900 4.0871
54 H -0.3022 4.2712 5.5166
55 H 2.0415 3.5720 5.1283
56 H 2.5829 2.0123 3.2941
57 H 0.6869 -0.7924 3.7647
58 H 2.1898 -2.5203 4.6986
59 H 4.3105 -3.0795 3.5510
60 H 4.9398 -1.9215 1.4630
61 H 3.4254 -0.1955 0.4978
62 C -3.4102 1.7747 0.1657
63 As -1.9844 1.8623 -1.1517
64 C -0.9188 3.3365 -0.4404
65 C -2.9832 2.7749 -2.5511
66 H -3.4545 2.7288 0.6800
67 H -3.2393 0.9768 0.8829
68 H -4.3542 1.6106 -0.3430
69 H -1.2182 3.5358 0.5873
70 H -1.0978 4.2252 -1.0386
71 H 0.1455 3.1029 -0.4508
72 H -3.6520 3.4863 -2.0791
73 H -3.5695 2.0662 -3.1302
74 H -2.3173 3.3079 -3.2234

## Properties
⟨S²⟩: 6.019
E_HOMO (alpha / beta), eV: -13.4767 / -14.1447
Net charge: +2
E_LUMO (alpha / beta), eV: -5.706 / -5.993
2S+1: 5
Frontier orbital gap (alpha / beta), eV: 7.77 / 8.15
Total energy, a.u.: -5137.4325

The following is a quantum chemistry calculation of C32H35ClFIrN4O5S as an isolated structure, from OMol25.

Positions of all 80 atoms, in Å:
1 Ir 0.6208 -2.1076 -0.8382
2 O 0.5227 -4.0155 -1.3981
3 N 0.9247 -4.2908 -2.6567
4 C 0.8488 -5.5955 -3.0070
5 C 1.2413 -6.0064 -4.2452
6 C 1.7212 -5.0487 -5.1492
7 C 1.7870 -3.7354 -4.7708
8 C 1.3852 -3.3309 -3.4857
9 S 1.4737 -1.7059 -2.9308
10 H 0.4642 -6.2350 -2.2274
11 H 1.1763 -7.0521 -4.5038
12 H 2.0374 -5.3443 -6.1401
13 H 2.1514 -2.9706 -5.4416
14 F -0.4871 4.4508 -1.5337
15 C -0.6096 3.7390 -0.3908
16 C -0.2005 2.4369 -0.3789
17 C -0.3790 1.6611 0.7670
18 C 0.0520 0.2628 0.7563
19 O 0.6965 -0.1299 -0.2424
20 C -0.2711 -0.5026 1.9110
21 C -0.8426 0.1322 2.9710
22 N -1.2227 1.4290 2.9985
23 C -1.8054 1.9864 4.1971
24 C -2.8009 1.1739 4.9608
25 C -3.2583 2.3731 4.1846
26 C -1.0011 2.2243 1.8867
27 C -1.3633 3.5758 1.8691
28 C -1.1767 4.3484 0.7363
29 N -1.5580 5.7146 0.7686
30 C -2.9204 6.0581 1.1374
31 C -2.8624 7.2570 2.0983
32 N -1.5636 7.9739 1.8355
33 C -1.3148 8.0874 0.3597
34 C -1.0068 6.6757 -0.1756
35 C 0.0440 -1.9770 2.1320
36 O 0.0296 -2.3830 3.2819
37 O 0.2673 -2.6997 1.0975
38 H 0.2330 1.9835 -1.2604
39 H -0.9980 -0.4408 3.8752
40 H -1.1194 2.6031 4.7665
41 H -2.7599 1.2334 6.0380
42 H -3.0693 0.2034 4.5688
43 H -3.5528 3.2618 4.7265
44 H -3.8038 2.1802 3.2705
45 H -1.7785 4.0297 2.7577
46 H -3.4092 5.2186 1.6227
47 H -3.5160 6.3110 0.2515
48 H -2.8540 6.9585 3.1447
49 H -3.6693 7.9678 1.9317
50 H -0.8153 7.3982 2.2288
51 H -1.5471 8.8836 2.2942
52 H -0.4927 8.7792 0.1953
53 H -2.2201 8.5095 -0.0721
54 H 0.0685 6.5253 -0.2489
55 H -1.4260 6.5924 -1.1817
56 Cl 6.0706 -3.3567 -1.7002
57 C 5.7481 -4.7766 -0.7532
58 C 6.7463 -5.7173 -0.6208
59 C 6.5200 -6.8699 0.1230
60 C 5.2818 -7.0721 0.7328
61 C 4.2861 -6.1341 0.6004
62 C 4.4737 -4.9404 -0.1483
63 C 3.4416 -4.0078 -0.2635
64 H 7.7004 -5.5475 -1.1006
65 H 7.3075 -7.6041 0.2248
66 H 5.1049 -7.9673 1.3141
67 H 3.3259 -6.2831 1.0787
68 H 3.5864 -3.0828 -0.8051
69 H 2.4831 -4.2034 0.1975
70 C -3.2599 -2.3468 -2.1039
71 C -1.8566 -1.8346 -2.4005
72 C -1.8981 -0.5585 -3.2315
73 O -1.2359 -1.5946 -1.1558
74 H -3.8108 -2.5376 -3.0269
75 H -3.8075 -1.6023 -1.5218
76 H -3.2091 -3.2670 -1.5228
77 H -1.3230 -2.6143 -2.9578
78 H -2.4616 0.2040 -2.6868
79 H -2.3913 -0.7278 -4.1915
80 H -0.8924 -0.1853 -3.4229

## Properties
⟨S²⟩: 0.793
E_HOMO (alpha / beta), eV: -8.3946 / -8.9396
Net charge: +1
E_LUMO (alpha / beta), eV: -3.310 / -3.310
2S+1: 2
Frontier orbital gap (alpha / beta), eV: 5.08 / 5.63
Total energy, a.u.: -2897.8649

The following is a quantum chemistry calculation of C32H35F3N3O3PdSSi as an isolated structure, from OMol25.

Positions of all 79 atoms, in Å:
1 Pd 0.1361 0.1981 -0.0277
2 C 3.1866 0.1568 0.5654
3 N 2.0637 -0.4745 -0.0985
4 C 2.2466 -1.6395 -0.6298
5 C 1.1942 -2.3959 -1.1739
6 C 1.1889 -3.7152 -1.6595
7 C -0.1458 -4.0530 -1.8180
8 C -0.8854 -2.9288 -1.3950
9 N -0.0935 -1.9281 -1.0200
10 C 4.1135 0.9215 -0.3573
11 C 5.2884 1.4628 0.1607
12 C 6.1586 2.1786 -0.6459
13 C 5.8659 2.3637 -1.9917
14 C 4.6998 1.8270 -2.5149
15 C 3.8286 1.1091 -1.7038
16 H 3.7670 -0.5995 1.1054
17 H 2.7897 0.8300 1.3258
18 H 3.2531 -2.0640 -0.6128
19 H 2.0540 -4.3335 -1.8504
20 H -0.5467 -4.9909 -2.1716
21 H -1.9620 -2.8381 -1.3546
22 H 5.5201 1.3192 1.2109
23 H 7.0673 2.5918 -0.2254
24 H 6.5428 2.9229 -2.6256
25 H 4.4606 1.9677 -3.5619
26 H 2.9154 0.6958 -2.1115
27 C 0.7960 2.1001 -0.3758
28 Si -0.4479 3.2584 0.2914
29 C -1.9726 2.3614 -0.3977
30 N -1.9107 0.9570 0.1088
31 C -2.6739 0.0436 -0.7791
32 C -4.1618 0.3707 -0.8718
33 C -4.7678 0.6144 0.5241
34 C -3.7960 0.1401 1.5998
35 C -2.4956 0.9230 1.5070
36 C -0.3724 5.0011 -0.4402
37 C -0.5764 5.1656 -1.8149
38 C -0.4871 6.4106 -2.4202
39 C -0.1809 7.5308 -1.6586
40 C 0.0379 7.3923 -0.2960
41 C -0.0578 6.1415 0.3025
42 C -0.4887 3.3839 2.1587
43 C -1.3263 4.2897 2.8192
44 C -1.4324 4.2915 4.2019
45 C -0.7015 3.3773 4.9531
46 C 0.1309 2.4688 4.3173
47 C 0.2396 2.4784 2.9321
48 H 1.8429 2.2890 -0.1375
49 H 0.7085 2.1861 -1.4699
50 H -1.8381 2.3264 -1.4841
51 H -2.9579 2.7991 -0.2036
52 H -2.5218 -0.9540 -0.3793
53 H -2.1988 0.0722 -1.7597
54 H -4.6458 -0.4813 -1.3559
55 H -4.3281 1.2306 -1.5251
56 H -5.7306 0.1087 0.6200
57 H -4.9629 1.6823 0.6683
58 H -3.5976 -0.9280 1.5121
59 H -4.2055 0.3043 2.5989
60 H -1.7564 0.5405 2.1999
61 H -2.7045 1.9533 1.7935
62 H -0.8044 4.3006 -2.4302
63 H -0.6521 6.5072 -3.4866
64 H -0.1065 8.5044 -2.1273
65 H 0.2873 8.2593 0.3040
66 H 0.1285 6.0524 1.3659
67 H -1.9236 4.9909 2.2439
68 H -2.0944 4.9935 4.6950
69 H -0.7959 3.3641 6.0321
70 H 0.6722 1.7263 4.8898
71 H 0.8462 1.7213 2.4463
72 F 1.2621 -3.5194 1.7483
73 C 0.3160 -3.4288 2.6915
74 F -0.5959 -4.3785 2.4478
75 F 0.8981 -3.7230 3.8685
76 S -0.4565 -1.7459 2.7300
77 O 0.6674 -0.8566 2.5131
78 O -1.0526 -1.6842 4.0449
79 O -1.3905 -1.7895 1.6251

## Properties
E_HOMO, eV: -4.6000
Net charge: -1
E_LUMO, eV: 2.465
2S+1: 1
Frontier orbital gap, eV: 7.07
Total energy, a.u.: -2745.6650

The following is a quantum chemistry calculation of C32H35F3N3O3PdSSi as an isolated structure, from OMol25.

Positions of all 79 atoms, in Å:
1 Pd -1.2198 0.1359 0.6391
2 C 0.5733 -0.8594 3.1669
3 N -0.1965 0.2164 2.5441
4 C -0.6564 1.1733 3.2740
5 C -1.4480 2.2064 2.6905
6 C -2.0346 3.3444 3.2536
7 C -2.6864 3.9987 2.2049
8 C -2.4638 3.2227 1.0592
9 N -1.7086 2.1577 1.3407
10 C 1.5631 -0.4373 4.2305
11 C 2.4019 0.6646 4.0708
12 C 3.3396 0.9915 5.0368
13 C 3.4556 0.2241 6.1888
14 C 2.6211 -0.8680 6.3646
15 C 1.6817 -1.1907 5.3937
16 H 1.1087 -1.3711 2.3631
17 H -0.1113 -1.6003 3.5843
18 H -0.4338 1.2226 4.3414
19 H -1.9947 3.6373 4.2917
20 H -3.2482 4.9185 2.2555
21 H -2.8149 3.4097 0.0538
22 H 2.3068 1.2826 3.1867
23 H 3.9809 1.8523 4.8921
24 H 4.1865 0.4825 6.9448
25 H 2.6927 -1.4678 7.2636
26 H 1.0219 -2.0381 5.5396
27 C -2.2393 0.2971 -1.0803
28 Si -0.9945 0.1122 -2.4315
29 C 0.5214 1.1223 -1.9117
30 N 0.9544 0.7573 -0.5534
31 C 1.8103 -0.4529 -0.5276
32 C 3.1545 -0.2030 0.1489
33 C 3.8283 1.0285 -0.4523
34 C 2.9228 2.2740 -0.3250
35 C 1.5321 1.8839 0.1719
36 C -1.4864 0.8081 -4.1298
37 C -1.8119 -0.0128 -5.2111
38 C -2.1950 0.5169 -6.4363
39 C -2.2631 1.8911 -6.6087
40 C -1.9505 2.7292 -5.5479
41 C -1.5716 2.1893 -4.3274
42 C -0.5132 -1.6833 -2.7170
43 C -1.1494 -2.7338 -2.0619
44 C -0.7665 -4.0528 -2.2752
45 C 0.2603 -4.3427 -3.1583
46 C 0.9070 -3.3102 -3.8289
47 C 0.5205 -1.9986 -3.6065
48 H -3.0371 -0.4528 -1.0935
49 H -2.7067 1.2862 -1.0971
50 H 0.1814 2.1633 -1.8846
51 H 1.3442 1.0878 -2.6450
52 H 1.9994 -0.7671 -1.5595
53 H 1.2802 -1.2796 -0.0454
54 H 3.7775 -1.0910 0.0203
55 H 3.0232 -0.0765 1.2276
56 H 4.0322 0.8261 -1.5081
57 H 4.7970 1.2022 0.0207
58 H 2.8399 2.7802 -1.2897
59 H 3.3526 3.0030 0.3673
60 H 0.8289 2.7156 0.1084
61 H 1.5581 1.6144 1.2282
62 H -1.7614 -1.0897 -5.0977
63 H -2.4411 -0.1465 -7.2568
64 H -2.5629 2.3077 -7.5626
65 H -2.0045 3.8044 -5.6689
66 H -1.3446 2.8679 -3.5116
67 H -1.9355 -2.5274 -1.3488
68 H -1.2671 -4.8466 -1.7351
69 H 0.5634 -5.3698 -3.3229
70 H 1.7119 -3.5300 -4.5204
71 H 1.0353 -1.2022 -4.1367
72 F -2.4755 -4.9857 1.5803
73 C -3.2435 -3.8992 1.3924
74 F -3.5665 -3.8566 0.0869
75 F -4.3767 -4.0758 2.0869
76 S -2.3747 -2.3549 1.9130
77 O -1.1719 -2.3729 1.0860
78 O -2.1546 -2.5538 3.3238
79 O -3.2882 -1.3088 1.5379

## Properties
E_HOMO, eV: -4.6921
Net charge: -1
E_LUMO, eV: 2.589
2S+1: 1
Frontier orbital gap, eV: 7.28
Total energy, a.u.: -2745.6521

| no. | maximum force (eV Å⁻¹) |
| --- | --- |
| 1 | 0.76 |
| 2 | 0.57 |
| 3 | 0.58 |
| 4 | 0.84 |